Computed, not measured: a 4-piece molecular cluster, C18H43N2O6 overall at a distorted geometry, with ωB97M-V/def2-TZVPD.

Summary:
Frontier orbital gap, Eh: 0.329
2S+1: 1
Total energy, Eh: -1272.1736
Maximum force, eV/A: 2.209
Energy relative to the best compared isomer or geometry (same formula, charge and spin), kcal/mol: 0.0
Charge: +1
E_LUMO, eV: -2.470

Each line ends with the Mulliken charge.
CARTESIAN COORDINATES (ANGSTROEM)
N 2.7882 -0.6102 2.9394  -0.54
C 1.6892 -0.2084 2.5394  -0.29
C 0.5875 -1.2143 2.4374  -0.55
N -0.5741 -0.8322 1.5666  0.40
C -1.8210 -1.5088 2.0975  -0.84
C -2.4538 -0.4421 2.9668  -0.58
C -2.1294 0.9349 2.3851  -0.74
C -0.9769 0.5906 1.4164  -0.33
H 3.4586 0.1514 2.9672  0.29
H 1.5639 0.8259 2.2536  0.46
H 0.2681 -1.4687 3.4328  0.27
H 1.0206 -2.0965 1.9997  0.51
H -0.4843 -1.2056 0.6236  0.30
H -1.6274 -2.3536 2.7395  0.38
H -2.4316 -1.9042 1.2980  0.43
H -3.4645 -0.6384 3.2814  0.49
H -1.8821 -0.4728 3.8920  0.26
H -1.8132 1.5899 3.1759  0.29
H -2.9007 1.3843 1.7915  0.40
H -0.2115 1.3273 1.2555  0.62
H -1.4907 0.5938 0.4620  -0.25
C -1.9020 3.9386 -0.6178  -0.80
O -1.2620 4.1396 0.6275  -0.21
C -0.6279 5.4109 0.7603  -0.57
C -1.4427 6.3556 1.6138  -0.57
O -2.6595 6.7099 0.9788  -0.37
C -3.7887 6.0311 1.4990  -0.58
H -2.4879 3.0226 -0.5264  0.21
H -2.5688 4.7571 -0.8945  0.42
H -1.1436 3.7957 -1.3951  0.28
H -0.4409 5.8502 -0.2227  0.38
H 0.3392 5.2422 1.2444  0.36
H -0.8705 7.2768 1.7589  0.39
H -1.6309 5.9166 2.5984  0.32
H -4.0314 6.4009 2.5003  0.34
H -3.6257 4.9502 1.5403  0.15
H -4.6297 6.2343 0.8390  0.25
C -0.4774 0.7391 -2.6382  -0.90
O -1.4837 -0.0755 -2.0504  -0.07
C -2.5009 -0.4575 -2.9756  -0.54
C -2.3150 -1.8791 -3.4551  -0.66
O -1.1454 -2.0130 -4.2447  -0.40
C -0.0614 -2.6122 -3.5582  -0.58
H 0.3346 0.8268 -1.9156  0.27
H -0.0797 0.3023 -3.5557  0.42
H -0.8691 1.7392 -2.8467  0.25
H -2.5220 0.2292 -3.8250  0.39
H -3.4599 -0.3799 -2.4543  0.36
H -3.1668 -2.1487 -4.0862  0.40
H -2.2920 -2.5704 -2.6064  0.29
H -0.2516 -3.6778 -3.3947  0.39
H 0.1268 -2.1244 -2.5970  0.10
H 0.8238 -2.5081 -4.1827  0.29
C 2.9562 -3.7458 1.0542  -0.78
O 2.7235 -3.3062 -0.2754  -0.27
C 3.7724 -2.4843 -0.7799  -0.41
C 4.6859 -3.2504 -1.7096  -0.65
O 5.4139 -4.2459 -1.0133  -0.38
C 4.9075 -5.5570 -1.2074  -0.69
H 2.2083 -4.5042 1.2885  0.30
H 3.9478 -4.1849 1.1740  0.39
H 2.8386 -2.9068 1.7474  0.20
H 4.3483 -2.0486 0.0419  0.32
H 3.3045 -1.6660 -1.3385  0.36
H 5.4133 -2.5537 -2.1379  0.40
H 4.1132 -3.6888 -2.5321  0.34
H 5.1191 -5.9026 -2.2239  0.33
H 3.8311 -5.6052 -1.0239  0.28
H 5.4141 -6.2139 -0.5031  0.25

Cartesian forces (eV/Å) of the 2 atoms listed first:
1.54 -0.68 0.61
-0.72 0.68 -0.71

---

Computed, not measured: a 8-piece molecular cluster, C18H43N5O14 overall at a distorted geometry, with ωB97M-V/def2-TZVPD.

Summary:
Frontier orbital gap, Eh: 0.158
2S+1: 1
Total energy, Eh: -2038.1189
Maximum force, eV/A: 3.769
Energy relative to the best compared isomer or geometry (same formula, charge and spin), kcal/mol: 0.0
Charge: +2
E_LUMO, eV: -5.727

Each line ends with the Mulliken charge.
CARTESIAN COORDINATES (ANGSTROEM)
C -1.8943 0.6809 0.5276  -1.04
C -1.3271 -0.6669 0.1727  0.65
O -1.8058 -1.7092 0.4910  -0.55
N -0.2119 -0.5852 -0.7779  0.60
H -0.4887 -1.0055 -1.6778  -0.05
H -0.0729 0.3814 -1.0848  0.19
C 0.9937 -1.3744 -0.2319  -1.07
H -2.3030 1.2490 -0.3115  0.11
H -1.0960 1.2954 0.9522  0.43
H -2.7042 0.6202 1.2528  0.52
H 0.6030 -2.3557 0.0002  0.41
H 1.2602 -0.7843 0.6468  0.50
H 1.8708 -1.2934 -0.8789  0.31
C -4.8309 3.7304 0.6937  -1.20
C -3.4588 4.3312 0.7942  0.70
O -2.7057 4.2145 1.6963  -0.43
N -2.9486 4.9842 -0.4881  0.19
H -2.5709 4.3338 -1.2095  0.19
H -3.7592 5.4172 -0.9296  0.45
C -1.9934 6.1230 -0.2245  -0.86
H -4.8248 3.1616 -0.2383  0.34
H -5.6515 4.4468 0.7357  0.42
H -4.9837 3.0800 1.5519  0.32
H -1.5267 6.0588 0.7562  0.31
H -2.6561 6.9751 -0.0742  0.38
H -1.2422 6.2476 -0.9956  0.33
C 3.1115 -4.5378 3.0890  -1.04
C 2.0645 -3.4974 2.8870  0.32
O 2.1860 -2.6351 2.0803  -0.32
N 0.8561 -3.4615 3.8057  -0.07
H 0.8090 -4.3467 4.3184  0.42
H 1.1322 -2.8368 4.5692  0.37
C -0.4261 -3.0929 3.0881  -0.85
H 3.3594 -4.8579 2.0757  0.34
H 2.6786 -5.4534 3.5011  0.47
H 3.9276 -4.1336 3.6839  0.27
H -0.2931 -2.0326 2.8992  0.32
H -1.2915 -3.2664 3.7215  0.39
H -0.4964 -3.6813 2.1782  0.37
C -2.6663 -0.1026 -3.8014  -0.34
C -3.8574 -0.6724 -3.0905  0.28
O -4.1671 -0.4732 -1.9641  -0.49
N -4.8754 -1.2819 -4.0439  -0.13
H -5.8098 -0.9363 -3.8124  0.41
H -4.7587 -0.9521 -5.0040  0.42
C -4.8414 -2.8158 -4.0443  -0.74
H -2.8946 0.9512 -4.0052  0.33
H -2.4500 -0.4957 -4.7932  0.43
H -1.8188 -0.1060 -3.1214  -0.20
H -5.3322 -3.0886 -3.1129  0.34
H -3.8004 -3.1192 -3.9472  0.32
H -5.3289 -3.2375 -4.9162  0.36
C 4.2216 0.6327 5.6183  -1.22
C 4.7182 -0.2335 4.5187  0.66
O 4.9517 -1.3916 4.5821  -0.41
N 5.1833 0.5365 3.3066  -0.20
H 4.8984 1.5161 3.2795  0.41
H 6.2020 0.6361 3.2472  0.39
C 4.9167 -0.2104 1.9559  -0.57
H 5.1062 1.1027 6.0586  0.35
H 3.7803 0.0640 6.4340  0.35
H 3.4936 1.3720 5.2856  0.41
H 5.4970 -1.1252 1.9832  0.28
H 5.2578 0.4904 1.1948  0.46
H 3.8411 -0.3356 1.9002  0.06
O -0.0198 3.7088 -3.6530  -0.50
C -0.6824 2.9693 -2.7508  0.59
O -1.8540 3.3230 -2.3787  -0.96
O -0.0834 2.0214 -2.1974  -0.73
H 0.8914 3.3822 -3.5984  0.35
O 0.5982 -3.6693 -4.9155  -0.53
C 0.6695 -3.1503 -3.6454  0.64
O 0.9869 -3.8699 -2.6847  -0.68
O 0.3262 -1.9276 -3.5052  -0.70
H 0.4010 -2.7816 -5.2873  0.32
O 4.2539 1.3188 -0.8001  -0.51
C 4.4560 0.3073 -1.7138  0.79
O 4.3955 -0.8923 -1.3594  -0.71
O 4.6143 0.7200 -2.8836  -0.75
H 4.2908 2.0934 -1.3811  0.27

Cartesian forces (eV/Å) of the 2 atoms listed first:
0.08 0.38 0.71
-1.63 1.18 -0.82

---

Computed, not measured: C18H44ClFP2Ru as an isolated structure at a distorted geometry, with ωB97M-V/def2-TZVPD.

Summary:
Frontier orbital gap (alpha / beta), Eh: 0.270 / 0.241
2S+1: 5
Total energy, Eh: -2049.7114
Maximum force, eV/A: 4.475
Energy relative to the best compared isomer or geometry (same formula, charge and spin), kcal/mol: 11.1
E_LUMO (alpha / beta), eV: 0.556 / -1.905

Each line ends with the Mulliken spin population.
CARTESIAN COORDINATES (ANGSTROEM)
Ru -0.0759 0.2657 -0.6043  3.46
P 0.5051 -0.6377 1.5405  -0.30
C 1.4665 -2.1951 1.8180  0.03
C 1.4707 0.5505 2.6304  0.05
C -0.8571 -1.0672 2.7855  -0.03
C 2.2825 -2.5162 0.5895  -0.01
H 0.6554 -2.9317 1.8864  0.02
C 2.3541 -2.3864 3.0568  0.01
H 3.2531 -1.7695 3.0387  0.00
H 2.6875 -3.4307 3.0423  0.00
H 1.8688 -2.2512 4.0222  0.00
H 1.7018 -2.3826 -0.3283  0.01
H 2.5862 -3.5655 0.6504  0.00
H 3.1928 -1.9124 0.5329  0.00
H -1.1932 -2.0289 2.3455  -0.01
C -2.0261 -0.0810 2.7182  0.02
C -0.4531 -1.3395 4.2386  0.01
H 0.0724 -2.2972 4.3630  0.00
H -1.3819 -1.4214 4.8306  0.00
H 0.1404 -0.5353 4.7144  0.00
H -2.2520 0.2311 1.6916  -0.02
H -1.8371 0.8042 3.3324  0.00
H -2.8848 -0.6131 3.1347  0.00
C 2.7973 0.9269 1.9774  -0.01
H 1.6997 -0.0648 3.5174  -0.02
C 0.6547 1.7527 3.1273  0.03
H 3.5265 0.1039 2.0428  0.01
H 3.2138 1.7802 2.5219  0.01
H 2.6861 1.2068 0.9171  0.00
H 0.0326 2.1959 2.3370  0.00
H 1.3576 2.5156 3.4859  0.00
H 0.0059 1.4862 3.9779  0.00
Cl 1.6291 1.0942 -1.9302  0.23
H 1.2742 -0.4609 -0.8664  -0.05
H -0.2589 -1.3327 -0.3831  0.45
P -1.2872 0.9468 -5.0494  0.00
C -2.9194 0.1499 -5.6254  -0.01
C -1.5042 2.5331 -6.0434  0.00
C -0.2413 0.0328 -6.3530  -0.01
C -3.9321 0.1783 -4.4802  0.00
H -2.6228 -0.8968 -5.7911  0.00
C -3.6060 0.6589 -6.8972  0.00
H -3.9857 1.6775 -6.7824  0.00
H -4.4776 0.0217 -7.0907  0.00
H -2.9992 0.6008 -7.8053  0.00
H -3.5004 -0.2101 -3.5464  0.01
H -4.7856 -0.4523 -4.7509  0.00
H -4.3125 1.1891 -4.3081  0.00
H -0.5192 -1.0176 -6.1558  0.00
C 1.2544 0.1894 -6.0614  0.01
C -0.5177 0.3116 -7.8398  0.00
H -1.4582 -0.1272 -8.1863  0.00
H 0.2678 -0.1673 -8.4423  0.00
H -0.4802 1.3799 -8.0863  0.00
H 1.4861 -0.0244 -5.0128  0.00
H 1.6104 1.1951 -6.3174  0.00
H 1.8053 -0.5188 -6.6952  0.00
C -2.5792 3.4512 -5.4515  0.00
H -1.8730 2.2227 -7.0201  0.00
C -0.1962 3.2841 -6.3144  0.00
H -3.5912 3.0402 -5.5232  0.00
H -2.5838 4.3835 -6.0296  0.00
H -2.3415 3.6769 -4.4023  0.00
H 0.3839 3.3905 -5.3863  0.00
H -0.4524 4.2784 -6.7030  0.00
H 0.4172 2.8091 -7.0884  0.00
F -1.7752 1.1353 -0.4745  0.13

Cartesian forces (eV/Å) of the 2 atoms listed first:
0.52 0.55 -1.09
0.71 0.81 4.34